Computed, not measured: a molecular structure, C48H38F6NOP2S2SiV at a distorted geometry, with ωB97M-V with the def2-TZVPD basis set.

The geometry in XYZ format:
```
100
Properties=species:S:1:pos:R:3:mulliken_charge:R:1
V 0.40 0.41 -0.26 0.638
C -2.00 -0.52 -3.45 -1.616
Si -1.38 -0.79 -1.65 1.684
C -3.01 -0.69 -0.59 -0.135
C -4.13 -1.48 -0.88 -0.271
C -5.32 -1.37 -0.17 -0.877
C -5.44 -0.43 0.84 -0.992
C -4.36 0.38 1.15 -0.708
C -3.15 0.24 0.46 0.526
P -1.72 1.36 0.67 1.004
C -2.49 2.85 -0.07 1.051
C -2.97 2.73 -1.38 -0.116
C -3.64 3.78 -1.99 -0.729
C -3.85 4.97 -1.30 -0.616
C -3.36 5.10 -0.01 -0.611
C -2.70 4.05 0.61 -0.624
C -1.57 1.82 2.43 0.934
C -0.57 2.75 2.73 -0.750
C -0.30 3.09 4.04 -0.613
C -1.00 2.49 5.08 -0.923
C -1.98 1.55 4.80 -0.633
C -2.26 1.21 3.48 -1.240
C -1.18 -2.70 -1.55 0.248
C -1.79 -3.61 -2.41 -0.737
C -1.74 -4.98 -2.17 -0.810
C -1.07 -5.46 -1.05 -0.778
C -0.42 -4.58 -0.21 0.018
C -0.46 -3.21 -0.47 -0.916
P 0.55 -2.02 0.50 2.341
C 2.21 -2.72 0.20 0.312
C 3.25 -2.48 1.10 -0.481
C 4.54 -2.89 0.82 -0.929
C 4.82 -3.54 -0.38 -0.487
C 3.81 -3.77 -1.29 -0.779
C 2.51 -3.37 -1.00 -0.857
C 0.19 -2.51 2.22 0.106
C 0.78 -3.58 2.89 -0.291
C 0.40 -3.89 4.19 -0.963
C -0.56 -3.13 4.84 -0.764
C -1.14 -2.06 4.18 -0.547
C -0.76 -1.75 2.89 0.549
H -3.02 -0.87 -3.62 0.377
H -1.33 -1.05 -4.14 0.398
H -1.95 0.54 -3.72 0.370
H -4.07 -2.21 -1.68 0.382
H -6.16 -2.01 -0.42 0.379
H -6.37 -0.32 1.38 0.406
H -4.47 1.15 1.90 0.596
H -2.82 1.82 -1.93 -0.057
H -4.00 3.67 -3.00 0.408
H -4.37 5.79 -1.77 0.341
H -3.50 6.03 0.54 0.406
H -2.33 4.17 1.62 0.310
H 0.02 3.17 1.92 0.621
H 0.49 3.80 4.25 0.470
H -0.78 2.75 6.11 0.354
H -2.52 1.07 5.60 0.416
H -3.01 0.45 3.28 0.620
H -2.32 -3.25 -3.29 0.385
H -2.22 -5.67 -2.85 0.383
H -1.04 -6.53 -0.85 0.386
H 0.12 -4.95 0.65 0.318
H 3.04 -1.95 2.03 0.547
H 5.34 -2.68 1.52 0.396
H 5.84 -3.84 -0.61 0.397
H 4.02 -4.26 -2.23 0.404
H 1.72 -3.55 -1.72 0.370
H 1.54 -4.18 2.40 0.423
H 0.87 -4.73 4.70 0.404
H -0.84 -3.37 5.86 0.380
H -1.88 -1.44 4.69 0.344
H -1.20 -0.89 2.38 -0.592
S 1.98 0.87 1.95 -0.539
C 3.01 0.61 0.64 0.429
N 2.56 0.20 -0.53 0.593
C 3.57 -0.05 -1.44 -1.874
C 3.38 -0.53 -2.74 -0.128
C 4.50 -0.75 -3.53 -0.838
C 5.78 -0.49 -3.05 -0.585
C 5.98 -0.01 -1.77 -0.583
C 4.86 0.21 -0.97 1.442
S 4.76 0.80 0.67 -0.404
H 2.38 -0.72 -3.09 0.464
H 4.37 -1.12 -4.54 0.413
H 6.64 -0.67 -3.69 0.370
H 6.97 0.19 -1.40 0.426
C 2.64 3.14 -1.92 -2.359
C 1.22 3.42 -1.40 1.005
O 0.67 2.47 -0.61 0.825
C 1.30 4.71 -0.55 0.081
F 0.15 5.00 0.07 -0.105
F 2.23 4.59 0.40 -0.294
F 1.63 5.80 -1.28 -0.330
C 0.34 3.73 -2.66 0.397
F 0.99 4.43 -3.63 -0.352
F -0.77 4.43 -2.38 -0.228
F -0.05 2.59 -3.25 -0.190
H 3.26 2.85 -1.07 0.452
H 3.08 4.01 -2.40 0.504
H 2.60 2.32 -2.63 0.452
```

Computed properties:
multiplicity	4
total charge	-1
expectation value of S²	3.77
orbital gap (alpha / beta)	0.2437 / 0.2562	Eh


Computed, not measured: a molecular structure, C48H38N6P2PbS, with ωB97M-V with the def2-TZVPD basis set.

The geometry in XYZ format:
```
96
Properties=species:S:1:pos:R:3:mulliken_charge:R:1
Pb -0.22 -0.65 -0.78 1.833
N -5.24 0.43 -0.63 0.015
C -5.99 0.14 0.51 0.410
C -7.31 0.55 0.60 -0.780
C -8.03 0.24 1.73 -0.608
C -7.45 -0.47 2.79 -0.676
C -6.13 -0.87 2.72 -0.762
C -5.39 -0.57 1.57 1.027
S -3.74 -1.06 1.47 -0.003
N -3.21 -0.58 -0.02 -0.050
C -3.96 0.06 -0.87 0.575
C -3.39 0.43 -2.19 0.170
C -4.19 0.83 -3.25 -0.802
C -3.62 1.19 -4.46 -0.671
C -2.25 1.12 -4.59 -1.112
C -1.51 0.68 -3.50 -0.070
N -2.05 0.33 -2.33 0.311
H -5.71 0.98 -1.33 0.136
H -7.77 1.09 -0.22 0.458
H -9.07 0.55 1.81 0.451
H -8.04 -0.70 3.67 0.447
H -5.67 -1.42 3.53 0.459
H -5.27 0.85 -3.18 0.435
H -4.25 1.51 -5.28 0.486
H -1.75 1.40 -5.50 0.534
H -0.44 0.60 -3.58 0.609
C 3.17 0.64 -3.68 -0.658
C 2.21 0.56 -2.66 -0.635
N 1.37 -0.46 -2.55 0.992
C 1.44 -1.48 -3.44 0.083
C 2.38 -1.49 -4.48 1.055
C 3.24 -0.38 -4.59 -1.104
C 2.43 -2.60 -5.39 -1.001
C 1.59 -3.65 -5.24 -1.014
C 0.62 -3.67 -4.19 0.939
C -0.28 -4.74 -4.00 -0.632
C -1.18 -4.70 -2.97 -0.983
C -1.19 -3.59 -2.12 -0.378
N -0.36 -2.57 -2.28 0.284
C 0.54 -2.60 -3.29 0.003
H 3.82 1.50 -3.73 0.630
H 2.14 1.34 -1.91 -0.115
H 3.97 -0.35 -5.40 0.523
H 3.15 -2.58 -6.19 0.506
H 1.62 -4.48 -5.93 0.497
H -0.24 -5.59 -4.67 0.511
H -1.88 -5.51 -2.80 0.469
H -1.89 -3.53 -1.30 0.485
N 1.33 0.62 2.40 0.137
P 1.60 -0.98 2.20 -0.048
C 2.05 -1.69 3.76 0.481
C 3.27 -1.33 4.37 -0.197
C 3.60 -1.89 5.58 -0.809
C 2.76 -2.81 6.18 -0.491
C 1.56 -3.18 5.58 -0.740
C 1.20 -2.62 4.36 -0.273
C 2.71 -1.23 0.82 0.518
C 2.66 -2.47 0.16 -0.583
C 3.56 -2.74 -0.86 -0.846
C 4.50 -1.78 -1.22 -0.569
C 4.54 -0.55 -0.57 -0.903
C 3.65 -0.26 0.45 -0.259
P 0.88 1.82 1.20 0.318
C 2.31 2.92 1.16 0.500
C 3.10 3.20 2.28 -0.276
C 4.16 4.08 2.17 -0.742
C 4.42 4.71 0.96 -0.572
C 3.63 4.45 -0.15 -0.911
C 2.58 3.55 -0.05 -0.236
C -0.43 2.72 2.08 0.975
C -0.86 3.89 1.46 -0.884
C -1.82 4.70 2.04 -0.689
C -2.39 4.33 3.26 -0.595
C -1.99 3.15 3.88 -0.862
C -1.01 2.35 3.29 -0.277
H 1.14 0.85 3.38 0.386
H 3.94 -0.62 3.89 0.399
H 4.53 -1.62 6.06 0.448
H 3.03 -3.25 7.13 0.437
H 0.91 -3.90 6.06 0.440
H 0.28 -2.91 3.88 0.413
H 1.97 -3.24 0.48 0.478
H 3.55 -3.70 -1.34 0.542
H 5.22 -2.00 -2.00 0.511
H 5.29 0.18 -0.84 0.556
H 3.71 0.68 0.97 0.693
H 2.88 2.74 3.24 0.369
H 4.77 4.30 3.04 0.464
H 5.24 5.41 0.89 0.451
H 3.83 4.96 -1.08 0.477
H 1.96 3.35 -0.92 0.376
H -0.41 4.21 0.52 0.358
H -2.12 5.62 1.56 0.462
H -3.13 4.96 3.73 0.450
H -2.41 2.87 4.83 0.493
H -0.74 1.45 3.83 0.350
```

Computed properties:
multiplicity	1
total charge	+4
orbital gap (alpha / beta)	0.1931 / 0.2186	Eh